Arrangement P

# C9H14

2 unconnected molecules or ions with the total composition C9H14 (ωB97M-V with the def2-TZVPD basis set, OMol25).

## Properties
* structure (SMILES): Cc1ccccc1.CC
* Kohn-Sham gap: 10.08 eV
* lowest unoccupied orbital energy: 1.03 eV

Geometry as ORCA input:
```
! RIJCOSX wB97M-V def2-TZVPD def2/J DEFGRID3
* xyz 0 1
H -0.13 2.25 1.92
H -3.27 -0.55 -0.31
C -2.33 -0.03 -0.13
H -2.48 1.01 -0.43
C -1.22 -0.66 -2.26
H 1.75 -2.06 -2.96
C 0.95 -1.78 -0.94
H 0.98 3.17 2.86
H 1.05 0.23 2.16
H 1.76 -2.31 -0.47
H -0.05 -1.21 0.86
C 0.94 -1.75 -2.32
C 1.55 1.08 2.60
C -1.19 -0.67 -0.87
C -0.09 -1.20 -0.23
H -0.16 -1.16 -4.06
H 1.35 2.73 1.16
H -2.12 -0.31 -2.75
H 2.62 1.01 2.41
H -2.17 -0.02 0.95
C -0.14 -1.14 -2.98
H 1.45 0.99 3.69
C 0.94 2.38 2.11
*
```



Arrangement Q

# C9H14

2 unconnected molecules or ions with the total composition C9H14 (ωB97M-V with the def2-TZVPD basis set, OMol25).

## Properties
* structure (SMILES): Cc1ccccc1.CC
* Kohn-Sham gap: 9.86 eV
* lowest unoccupied orbital energy: 1.02 eV

Geometry as ORCA input:
```
! RIJCOSX wB97M-V def2-TZVPD def2/J DEFGRID3
* xyz 0 1
C -1.14 -2.74 0.06
C 1.14 2.94 0.17
H -0.85 3.04 -1.92
C 2.32 1.13 1.19
H -0.33 0.01 -0.60
C -1.52 -4.12 -0.50
H 2.86 3.18 1.44
H -2.21 -4.03 -1.34
H -0.94 -2.84 1.13
H 3.21 0.70 1.63
H 1.40 -0.72 1.25
C 0.31 0.69 -0.05
H -1.73 1.76 -1.23
H -1.95 -2.01 -0.04
H -1.88 -4.77 0.29
H 0.96 3.99 -0.02
H -1.40 3.42 -0.34
H -0.31 -2.36 -0.52
H -0.63 -4.62 -0.91
C 1.34 0.24 0.74
C 0.24 2.06 -0.39
C 2.20 2.48 0.92
C -1.08 2.58 -0.95
*
```



Arrangement R

# C9H14

2 unconnected molecules or ions with the total composition C9H14 (ωB97M-V with the def2-TZVPD basis set, OMol25).

## Properties
* structure (SMILES): Cc1ccccc1.CC
* Kohn-Sham gap: 9.84 eV
* lowest unoccupied orbital energy: 0.98 eV

Geometry as ORCA input:
```
! RIJCOSX wB97M-V def2-TZVPD def2/J DEFGRID3
* xyz 0 1
C -0.89 2.47 0.67
H -2.98 2.87 0.16
H 2.33 -0.57 2.13
H -1.32 -0.48 -2.25
C 2.06 -0.44 0.01
H 1.67 -1.00 -2.11
C 0.31 -1.06 1.50
H 3.03 0.05 -0.02
C -2.05 3.42 0.31
C 0.03 -1.33 -0.86
H -1.47 -1.91 0.63
H -0.69 2.54 1.74
H -0.29 -1.75 -3.00
C -0.81 -1.44 -2.10
H -1.62 -2.17 -2.05
H -0.11 -1.16 2.49
C 1.63 -0.71 1.32
C -0.51 -1.47 0.41
H -0.02 2.80 0.13
H -2.19 4.10 1.16
H -1.17 1.42 0.52
C 1.38 -0.90 -1.08
H -1.93 4.13 -0.50
*
```



In kJ/mol, relative to the most stable structure: arrangement P 0.0; arrangement Q 59.5; arrangement R 67.4.



Arrangement P

# C9H14

2 unconnected molecules or ions with the total composition C9H14 (ωB97M-V with the def2-TZVPD basis set, OMol25).

## Properties
* structure (SMILES): Cc1ccccc1.CC
* Kohn-Sham gap: 10.15 eV
* lowest unoccupied orbital energy: 1.09 eV

Geometry as ORCA input:
```
! RIJCOSX wB97M-V def2-TZVPD def2/J DEFGRID3
* xyz 0 1
H 1.32 2.61 2.12
H -0.91 -0.08 -3.63
H 0.24 1.70 1.32
C 0.21 -2.09 -1.14
H -1.89 1.42 0.73
C 1.32 1.88 1.29
C -1.30 -0.41 -0.30
C -0.40 -1.45 -0.07
H 3.04 0.61 1.18
C 2.06 0.56 1.66
H 1.44 -0.32 1.56
C -0.84 -0.56 -2.66
H -1.32 0.19 1.80
H -0.26 -1.73 0.96
C -0.02 -1.64 -2.44
H 0.97 -2.85 -1.00
C -1.45 0.08 -1.59
C -1.87 0.34 0.87
H 0.54 -2.20 -3.19
H 2.32 0.61 2.71
H -2.13 0.91 -1.76
H 1.82 2.37 0.47
H -2.89 0.06 1.12
*
```



Arrangement Q

# C9H14

2 unconnected molecules or ions with the total composition C9H14 (ωB97M-V with the def2-TZVPD basis set, OMol25).

## Properties
* structure (SMILES): Cc1ccccc1.CC
* Kohn-Sham gap: 9.69 eV
* lowest unoccupied orbital energy: 0.94 eV

Geometry as ORCA input:
```
! RIJCOSX wB97M-V def2-TZVPD def2/J DEFGRID3
* xyz 0 1
H -2.19 3.60 0.21
H -1.10 4.41 -0.91
H -0.60 1.91 -1.87
H -0.97 -2.14 2.67
H -1.67 -3.61 0.63
C -0.46 -2.33 -0.74
C -1.23 2.11 -1.01
H -0.39 3.77 0.54
C 1.22 -0.97 0.24
C -0.93 -2.86 0.43
H 3.05 -0.73 1.05
C 2.56 -0.36 0.12
H -2.20 1.74 -1.41
C -0.41 -2.19 1.62
C 0.44 -1.33 -0.83
H 1.22 -0.90 2.33
H 2.37 0.70 0.23
C -1.23 3.49 -0.35
H -0.97 1.39 -0.27
H 3.01 -0.74 -0.82
H -0.81 -2.78 -1.64
H 0.65 -0.88 -1.76
C 0.66 -1.29 1.54
*
```



Arrangement R

# C9H14

2 unconnected molecules or ions with the total composition C9H14 (ωB97M-V with the def2-TZVPD basis set, OMol25).

## Properties
* structure (SMILES): Cc1ccccc1.CC
* Kohn-Sham gap: 9.60 eV
* lowest unoccupied orbital energy: 0.99 eV

Geometry as ORCA input:
```
! RIJCOSX wB97M-V def2-TZVPD def2/J DEFGRID3
* xyz 0 1
C -0.79 -0.47 0.79
H -2.78 -0.40 0.18
C -1.93 -0.95 0.31
H 1.56 3.34 -0.49
C 1.57 -0.63 1.50
C -1.96 -2.35 -0.04
H 1.50 0.38 1.90
H 2.32 -1.20 2.00
H 1.21 -3.27 0.91
H -0.79 -4.04 -0.30
H 0.95 3.99 -2.03
H -0.01 4.31 -0.73
H -0.33 2.02 -2.51
C 0.43 -2.63 0.69
H 0.89 1.40 -1.31
H -0.84 1.95 -0.68
C 0.36 -1.22 1.04
C -0.77 -3.07 0.06
H 2.18 -0.41 0.57
C 0.71 3.51 -1.16
H -0.79 0.56 1.23
C 0.10 2.17 -1.39
H -2.79 -2.99 -0.52
*
```



Arrangement S

# C9H14

2 unconnected molecules or ions with the total composition C9H14 (ωB97M-V with the def2-TZVPD basis set, OMol25).

## Properties
* structure (SMILES): Cc1ccccc1.CC
* Kohn-Sham gap: 10.03 eV
* lowest unoccupied orbital energy: 1.01 eV

Geometry as ORCA input:
```
! RIJCOSX wB97M-V def2-TZVPD def2/J DEFGRID3
* xyz 0 1
C 0.04 1.77 -1.36
C 1.16 0.95 -1.28
H -2.65 2.42 -0.62
H -2.32 -0.61 -1.61
H 0.48 -1.43 1.43
H -2.23 3.04 -2.11
H 2.14 -1.09 1.64
H 1.83 -1.77 4.18
H 0.21 2.83 -1.45
H -3.35 1.70 -2.05
H 1.04 -0.24 3.60
C 1.05 -0.43 -1.24
H 0.15 -1.76 3.81
C -1.22 1.20 -1.56
H 1.58 -2.76 1.83
C 1.10 -1.32 3.50
H 2.12 1.43 -1.38
H -0.40 -2.05 -1.56
C -2.43 2.08 -1.63
C 1.34 -1.72 2.04
H 1.93 -1.06 -1.28
C -1.34 -0.18 -1.48
C -0.21 -0.99 -1.41
*
```



In kJ/mol, relative to the most stable structure: arrangement P 30.8; arrangement Q 163.5; arrangement R 156.2; arrangement S 0.0.



Arrangement P

# C9H14

2 unconnected molecules or ions with the total composition C9H14 (ωB97M-V with the def2-TZVPD basis set, OMol25).

## Properties
* structure (SMILES): Cc1ccccc1.CC
* Kohn-Sham gap: 9.67 eV
* lowest unoccupied orbital energy: 0.99 eV

Geometry as ORCA input:
```
! RIJCOSX wB97M-V def2-TZVPD def2/J DEFGRID3
* xyz 0 1
H 2.86 0.84 -0.96
H -1.49 0.76 -2.76
H -1.21 -3.19 0.44
H -0.27 -1.92 -1.57
C -0.81 -1.39 -0.79
H -2.15 -2.07 2.25
C -0.71 0.79 -1.97
C -1.69 -0.07 1.50
C 2.25 1.25 -0.21
C -1.24 -2.14 0.27
H 3.09 -0.01 1.43
H -2.00 0.43 2.48
C -1.20 0.67 0.44
H 2.70 2.13 0.35
H 1.52 -0.60 0.55
H 0.14 0.29 -2.38
H -0.54 1.83 -1.88
C 2.04 0.22 0.88
C -1.85 -1.48 1.50
H 1.27 0.36 1.60
H 1.35 1.57 -0.81
C -0.91 -0.01 -0.78
H -1.12 1.76 0.43
*
```



Arrangement Q

# C9H14

2 unconnected molecules or ions with the total composition C9H14 (ωB97M-V with the def2-TZVPD basis set, OMol25).

## Properties
* structure (SMILES): Cc1ccccc1.CC
* Kohn-Sham gap: 10.09 eV
* lowest unoccupied orbital energy: 1.05 eV

Geometry as ORCA input:
```
! RIJCOSX wB97M-V def2-TZVPD def2/J DEFGRID3
* xyz 0 1
H -0.74 1.85 -2.17
H 0.81 -1.47 -1.50
C 0.45 1.47 1.20
H -1.29 0.22 -1.76
H 0.90 0.39 -3.33
H 0.62 2.51 0.94
C -0.37 -0.20 2.71
H -0.24 1.91 3.14
H -2.05 1.21 -2.91
H -0.21 -2.59 -0.74
C -1.06 0.90 -2.57
C 0.36 -0.86 0.51
C -0.14 0.29 -3.62
H -0.62 -0.54 3.72
H -0.50 -2.20 1.92
H 1.52 -2.47 -0.26
C -0.15 -1.19 1.77
H -0.37 0.70 -4.62
H 0.87 0.73 -0.78
H -0.50 -0.71 -3.84
C 0.59 0.48 0.23
C 0.61 -1.92 -0.51
C 0.01 1.11 2.46
*
```



In kJ/mol, relative to the most stable structure: arrangement P 154.2; arrangement Q 0.0.



Arrangement P

# C9H14

2 unconnected molecules or ions with the total composition C9H14 (ωB97M-V with the def2-TZVPD basis set, OMol25).

## Properties
* structure (SMILES): Cc1ccccc1.CC
* Kohn-Sham gap: 10.14 eV
* lowest unoccupied orbital energy: 1.04 eV

Geometry as ORCA input:
```
! RIJCOSX wB97M-V def2-TZVPD def2/J DEFGRID3
* xyz 0 1
H -1.62 -3.02 1.14
H -0.76 1.14 -2.92
C -1.31 0.26 0.32
H 1.38 1.98 0.40
C -1.03 -1.14 -1.61
H 0.06 1.85 -1.56
C -1.52 -0.86 1.13
H -0.92 -1.30 -2.67
H -1.71 2.08 -1.71
C 1.83 1.49 1.26
H 1.05 1.24 1.97
H 3.49 0.07 1.58
C -0.88 1.39 -1.87
C -1.06 0.13 -1.04
H -1.08 -3.23 -1.22
H -1.66 -0.68 2.19
H 2.81 0.05 -0.07
H 2.48 2.18 1.78
C -1.54 -2.11 0.55
C -1.26 -2.25 -0.80
C 2.59 0.17 0.99
H -1.27 1.19 0.86
H 1.94 -0.64 1.30
*
```



Arrangement Q

# C9H14

2 unconnected molecules or ions with the total composition C9H14 (ωB97M-V with the def2-TZVPD basis set, OMol25).

## Properties
* structure (SMILES): Cc1ccccc1.CC
* Kohn-Sham gap: 10.02 eV
* lowest unoccupied orbital energy: 1.02 eV

Geometry as ORCA input:
```
! RIJCOSX wB97M-V def2-TZVPD def2/J DEFGRID3
* xyz 0 1
C 0.93 -0.24 3.23
C -0.24 1.75 -1.93
H 0.16 -2.16 -1.62
H -2.75 -0.60 0.44
C -1.93 -1.12 -0.06
H 1.93 -0.40 3.68
H 0.17 0.30 1.22
H 0.51 -1.24 3.31
H -2.43 -1.91 -0.62
H 0.53 0.42 4.01
H -1.95 1.47 -0.65
C 1.05 0.39 1.87
H -1.42 -1.56 0.81
H 1.69 -0.94 -2.86
C 0.90 -0.37 -2.39
C -0.01 -1.09 -1.64
C -0.99 -0.35 -0.94
H -0.15 2.80 -2.15
C 0.75 1.01 -2.57
H 1.86 -0.12 1.36
C -1.12 0.99 -1.17
H 1.44 1.48 -3.27
H 1.08 1.48 1.95
*
```



In kJ/mol, relative to the most stable structure: arrangement P 0.0; arrangement Q 38.8.